Density functional theory data (ωB97M-V/def2-TZVPD) for one molecule with the formula C2H6N4OS at a distorted geometry.

The value obtained for the max |F| is 4.75 eV/A. As for the LUMO energy: 0.02804 hartree. The energy relative to the best compared isomer or geometry (same formula, charge and spin) is 90.2 kcal per mole. The molecular weight comes out at 134.16 g/mol. Its charge is 0. The value obtained for the HOMO-LUMO gap is 8.75 eV. As for the SMILES: [H]/N=C(N)/C(=N/S)NO.

Atoms and positions in Å:
S 2.0206 -0.8200 -0.0437
O 1.5006 1.6213 -0.1537
N -2.3973 1.0021 -0.3083
N 0.2769 1.3728 0.4021
N -2.3246 -1.3265 0.2876
N 0.4331 -0.9370 -0.2046
C -1.7979 -0.0499 0.0088
C -0.2396 0.1628 0.0378
H 2.3580 -2.1953 -0.1124
H -3.1318 -1.5379 -0.3053
H -3.4231 0.9208 -0.3981
H -1.5707 -2.1198 0.3659
H -0.4552 2.1231 0.2323
H 2.1975 1.5027 0.6295

Atom charges from the natural (NBO) analysis, given in e for atoms 1 to 4:
1 S 0.21
2 O -0.54
3 N -0.71
4 N -0.34